A | Density functional theory data (wB97M-V/def2-TZVPD) for 3 unconnected molecules or ions with the total composition C2H9O3.

## Properties
LUMO: 4.4 eV
HOMO-LUMO gap: 8.293 eV
Charge: -1

Structure (XYZ):
```
14
C2H9O3 | the Open Molecules 2025 dataset | wB97M-V/def2-TZVPD
C -1.15 0.65 -1.14
O -0.42 1.13 -0.06
C -2.14 -0.43 -0.73
H -0.49 0.27 -1.94
H -1.62 1.54 -1.58
H -1.58 -1.15 -0.13
H -2.68 -0.92 -1.54
H -2.84 0.01 -0.02
H 2.41 -0.88 0.11
H 2.77 0.46 0.53
O 3.21 -0.37 0.30
H 0.54 -0.53 2.22
H -0.12 0.30 0.57
O 0.18 -0.83 1.38
```

Mulliken atomic charge list, values in e, 6 entries:
1. C -0.252
2. O -0.617
3. C -0.953
4. H 0.200
5. H 0.237
6. H 0.283

B | Density functional theory data (wB97M-V/def2-TZVPD) for 3 unconnected molecules or ions with the total composition C2H9O3.

## Properties
LUMO: 4.2 eV
HOMO-LUMO gap: 8.691 eV
Charge: -1

Structure (XYZ):
```
14
C2H9O3 | the Open Molecules 2025 dataset | wB97M-V/def2-TZVPD
C 1.50 -0.38 0.17
O 0.62 0.36 0.95
C 1.99 0.52 -0.97
H 1.08 -1.31 -0.25
H 2.34 -0.67 0.81
H 1.09 0.96 -1.39
H 2.63 0.08 -1.75
H 2.55 1.37 -0.57
H -2.84 -0.32 0.23
H -3.48 0.74 -0.85
O -3.66 -0.09 -0.40
H -1.76 -0.59 1.98
H -0.38 0.00 1.02
O -1.67 -0.67 1.02
```

Mulliken atomic charge list, values in e, 6 entries:
1. C -0.173
2. O -0.623
3. C -1.008
4. H 0.264
5. H 0.191
6. H 0.267

Stability check: which of them is least stable? A.

A | Density functional theory data (wB97M-V/def2-TZVPD) for a molecular structure, C8H7NO3.

## Properties
LUMO: 0.4 eV
HOMO-LUMO gap: 9.403 eV
Charge: 0

Structure (XYZ):
```
19
C8H7NO3 | the Open Molecules 2025 dataset | wB97M-V/def2-TZVPD
C -1.11 2.13 -0.28
C -0.23 1.25 0.13
C -0.95 -1.28 0.95
C -1.66 -0.72 -0.87
C 1.22 1.45 0.63
C 1.89 0.10 0.14
C 0.97 -0.76 -0.72
C -0.41 -0.39 -0.23
N -2.12 -1.47 0.22
O -0.60 -1.78 1.96
O -2.29 -0.47 -1.85
O -1.91 2.98 -0.31
H 1.71 2.29 0.05
H 1.03 1.57 1.75
H 2.83 0.36 -0.43
H 2.14 -0.56 0.99
H 1.03 -0.56 -1.82
H 1.24 -1.83 -0.55
H -2.78 -2.29 0.25
```

Mulliken atomic charge list, values in e, 6 entries:
1. C 0.533
2. C -0.499
3. C 0.189
4. C -0.381
5. C -0.581
6. C -0.549

B | Density functional theory data (wB97M-V/def2-TZVPD) for C8H7NO3 in the gas phase.

## Properties
LUMO: 0.5 eV
HOMO-LUMO gap: 9.432 eV
Charge: 0
Structure (SMILES): COc1ccc2c(=O)[nH]oc2c1

Structure (XYZ):
```
19
C8H7NO3 | the Open Molecules 2025 dataset | wB97M-V/def2-TZVPD
C -3.44 0.19 0.09
O -2.43 -0.78 0.10
C -1.15 -0.37 -0.05
C -0.77 1.00 -0.05
C 0.59 1.32 -0.08
C 1.59 0.37 0.03
C 3.05 0.37 0.06
O 3.90 1.25 0.00
N 3.37 -0.96 0.22
O 2.26 -1.80 -0.04
C 1.17 -0.98 -0.01
C -0.14 -1.40 -0.09
H -3.49 0.80 0.97
H -3.27 0.86 -0.78
H -4.40 -0.26 -0.08
H -1.47 1.82 0.11
H 0.90 2.34 -0.02
H 4.17 -1.36 -0.22
H -0.43 -2.43 -0.16
```

Mulliken atomic charge list, values in e, 6 entries:
1. C -0.842
2. O -0.401
3. C 0.993
4. C -0.313
5. C -0.785
6. C 0.341

Stability check: which of them is least stable? A.

A | Density functional theory data (wB97M-V/def2-TZVPD) for C5H10FNO in the gas phase.

## Properties
LUMO: 0.9 eV
HOMO-LUMO gap: 9.922 eV
Charge: 0
Structure (SMILES): CNC(=O)C(C)(C)F

Structure (XYZ):
```
18
C5H10FNO | the Open Molecules 2025 dataset | wB97M-V/def2-TZVPD
C 0.21 -3.06 0.13
N 0.21 -1.60 0.56
C -0.12 -0.63 -0.29
O -0.33 -0.75 -1.44
C -0.02 1.00 0.54
C -0.94 0.84 1.76
C -0.34 1.91 -0.55
F 1.25 1.24 0.95
H -0.08 -3.62 0.96
H -0.48 -3.14 -0.73
H 1.17 -3.34 -0.09
H 0.63 -1.21 1.35
H -0.47 0.21 2.57
H -1.97 0.37 1.54
H -1.10 1.84 2.17
H 0.11 2.95 -0.39
H -1.37 2.10 -0.74
H 0.07 1.42 -1.44
```

Mulliken atomic charge list, values in e, 6 entries:
1. C -0.862
2. N -0.203
3. C 0.419
4. O -0.587
5. C 1.058
6. C -1.214

B | Density functional theory data (wB97M-V/def2-TZVPD) for 2 unconnected molecules or ions with the total composition C5H10FNO.

## Properties
LUMO: 0.8 eV
HOMO-LUMO gap: 9.942 eV
Charge: 0
Structure (SMILES): C=C(F)CC.C=NO

Structure (XYZ):
```
18
C5H10FNO | the Open Molecules 2025 dataset | wB97M-V/def2-TZVPD
C -1.12 1.45 -0.65
C 0.02 0.76 -0.54
F 0.65 0.51 -1.75
C 0.87 0.49 0.60
C 1.90 -0.62 0.34
H -1.63 1.72 0.29
H -1.38 1.62 -1.66
H 1.47 1.36 0.79
H 0.29 0.34 1.58
H 2.60 -0.57 1.12
H 1.48 -1.59 0.18
H 2.30 -0.34 -0.72
C -1.84 -1.20 -1.04
N -1.65 -1.84 -0.01
O -2.36 -1.81 1.16
H -1.25 -1.46 -1.88
H -2.68 -0.56 -1.29
H -3.14 -1.26 1.28
```

Mulliken atomic charge list, values in e, 6 entries:
1. C -1.070
2. C 0.586
3. F -0.325
4. C -0.314
5. C -1.101
6. H 0.280

Stability check: which of them is least stable? B.